22
Properties=species:S:1:pos:R:3:forces:R:3 method="wB97M-V/def2-TZVPD" molar_mass_g_mol=114.192 smiles="CCN(C)N=C(C)C" max_force_ha_per_bohr=0.0493 total_energy_ha=-346.4553 e_above_lowest_kcal_mol=45.1
H 1.639870 2.611476 0.367954 -0.036 0.137 0.271
H 2.707579 2.486099 -1.030221 -0.192 -0.093 -0.014
C -2.340316 0.480599 -1.041630 0.087 -0.034 0.032
H 2.917154 0.434639 0.310259 0.172 0.061 -0.113
H -3.314123 0.527790 -0.561009 -0.185 0.019 0.046
H -2.003030 1.488288 -1.253803 0.085 0.093 -0.043
N -0.220626 0.334969 -0.053054 -1.458 0.388 -0.375
H 2.083388 0.013953 -1.195747 -0.263 -0.062 0.198
C 1.091322 -1.221175 1.317166 0.026 -0.091 -0.440
H 2.038915 -1.159738 1.844388 0.003 0.002 0.202
H 0.943194 2.218463 -1.190175 -0.004 0.110 -0.142
C 2.008131 0.600740 -0.269997 -0.549 -0.881 2.041
H -1.788937 -1.571084 1.511289 -0.002 0.024 0.009
N 0.873103 0.061003 0.669554 1.752 0.870 -1.615
H -2.915325 -1.691431 0.176668 0.184 0.088 -0.074
H 0.279846 -1.417629 2.019007 0.245 0.064 0.011
H 1.162903 -2.064561 0.619729 -0.062 -0.041 -0.098
C 1.808387 2.074661 -0.555327 0.285 -0.220 -0.120
H -1.295380 -2.384963 0.030794 -0.087 0.025 0.048
C -1.351662 -0.234128 -0.156621 -0.037 -0.096 0.054
H -2.462740 -0.051206 -1.983511 -0.107 -0.112 -0.144
C -1.861653 -1.536765 0.424286 0.144 -0.252 0.269